1.
{
  "formula": "C6H11N",
  "method": "ωB97M-V/def2-TZVPD",
  "e_above_lowest_kcal_mol": 48.23,
  "mol_weight_da": 97.2,
  "smiles": "C=C(/C=C/C)NC",
  "homo_lumo_gap_ev": 9.25,
  "fmax_ev_per_a": 2.00,
  "homo_ev": -8.34,
  "symbols": ["C", "N", "C", "C", "C", "C", "C", "H", "H", "H", "H", "H", "H", "H", "H", "H", "H", "H"],
  "positions_angstrom": [[-0.035, -1.289, 2.366], [0.355, 0.054, 1.980], [0.745, 0.184, 0.596], [2.029, 0.032, 0.231], [-1.347, 0.811, -2.560], [-0.256, 0.359, -1.673], [-0.397, 0.355, -0.341], [-0.764, -1.797, 1.738], [0.861, -1.923, 2.372], [-0.339, -1.219, 3.405], [-0.357, 0.763, 2.103], [2.297, -0.359, -0.736], [2.775, 0.131, 1.013], [-1.895, 0.045, -3.119], [-1.046, 1.505, -3.366], [-2.074, 1.455, -2.052], [0.671, 0.051, -2.128], [-1.224, 0.842, 0.169]]
}

***

2.
{
  "formula": "C5H8N2",
  "method": "ωB97M-V/def2-TZVPD",
  "e_above_lowest_kcal_mol": 10.86,
  "mol_weight_da": 96.1,
  "smiles": "Cn1ccc(N)c1",
  "homo_lumo_gap_ev": 8.46,
  "fmax_ev_per_a": 0.21,
  "homo_ev": -7.41,
  "symbols": ["C", "N", "C", "C", "C", "N", "C", "H", "H", "H", "H", "H", "H", "H", "H"],
  "positions_angstrom": [[2.314, 0.241, -0.027], [0.902, -0.057, 0.030], [0.362, -1.295, 0.197], [-1.008, -1.179, 0.218], [-1.315, 0.201, 0.056], [-2.609, 0.764, 0.064], [-0.118, 0.870, -0.053], [2.814, -0.427, -0.734], [2.452, 1.268, -0.372], [2.789, 0.137, 0.955], [0.996, -2.168, 0.283], [-1.719, -1.988, 0.336], [-3.298, 0.107, -0.280], [-2.660, 1.604, -0.500], [0.097, 1.923, -0.174]]
}

***

3.
{
  "formula": "C21H28N2O4",
  "method": "ωB97M-V/def2-TZVPD",
  "e_above_lowest_kcal_mol": 47.02,
  "mol_weight_da": 372.5,
  "smiles": "CCOC(=O)C1CCN(CC(=O)c2c(C)n(C)c3ccc(OC)cc23)CC1",
  "homo_lumo_gap_ev": 8.59,
  "fmax_ev_per_a": 0.70,
  "homo_ev": -7.89,
  "symbols": ["C", "C", "H", "H", "O", "C", "O", "C", "C", "C", "N", "C", "C", "O", "C", "C", "N", "C", "C", "C", "C", "C", "C", "H", "O", "C", "H", "H", "H", "H", "H", "C", "H", "H", "H", "C", "H", "H", "H", "H", "H", "C", "C", "H", "H", "H", "H", "H", "H", "H", "H", "H", "H", "H", "H"],
  "positions_angstrom": [[-0.355, 3.717, -5.001], [-0.824, 3.935, -3.570], [-1.866, 3.633, -3.445], [-0.702, 4.985, -3.287], [-0.090, 3.122, -2.653], [1.092, 3.590, -2.235], [1.548, 4.653, -2.565], [1.769, 2.615, -1.294], [2.007, 1.275, -1.995], [2.591, 0.262, -1.017], [1.714, 0.086, 0.127], [2.196, -1.000, 0.970], [1.512, -1.093, 2.334], [2.149, -0.769, 3.326], [0.180, -1.654, 2.408], [-0.364, -2.181, 3.579], [-1.582, -2.718, 3.321], [-1.878, -2.548, 1.987], [-3.006, -2.917, 1.266], [-3.056, -2.582, -0.066], [-2.010, -1.874, -0.680], [-0.877, -1.516, 0.030], [-0.799, -1.872, 1.376], [-0.073, -0.952, -0.410], [-2.221, -1.585, -2.000], [-1.262, -0.808, -2.672], [-0.285, -1.303, -2.693], [-1.631, -0.698, -3.691], [-1.159, 0.182, -2.215], [-3.910, -2.842, -0.671], [-3.827, -3.448, 1.723], [-2.413, -3.376, 4.288], [-3.421, -3.472, 3.892], [-2.031, -4.375, 4.519], [-2.452, -2.796, 5.211], [0.220, -2.246, 4.940], [1.249, -1.901, 4.906], [-0.332, -1.600, 5.623], [0.184, -3.263, 5.329], [2.043, -1.940, 0.429], [3.273, -0.884, 1.184], [1.567, 1.337, 0.850], [0.908, 2.375, -0.051], [-0.072, 2.008, -0.359], [0.774, 3.307, 0.501], [2.540, 1.714, 1.210], [0.931, 1.156, 1.720], [3.597, 0.594, -0.700], [2.700, -0.705, -1.517], [1.057, 0.905, -2.380], [2.693, 1.405, -2.835], [2.726, 3.056, -0.999], [-0.431, 2.666, -5.267], [-0.970, 4.302, -5.679], [0.680, 4.034, -5.102]]
}

***

4.
{
  "formula": "C39H27N4O3PPbS2",
  "method": "ωB97M-V/def2-TZVPD",
  "charge": 2,
  "mol_weight_da": 902.0,
  "homo_lumo_gap_ev": [5.07, 5.06],
  "fmax_ev_per_a": 0.85,
  "homo_ev": [-13.99, -13.99],
  "symbols": ["Pb", "S", "C", "C", "C", "C", "N", "C", "C", "C", "S", "C", "N", "H", "H", "O", "C", "O", "C", "C", "C", "C", "C", "C", "N", "C", "C", "C", "C", "C", "C", "N", "H", "H", "H", "H", "H", "H", "H", "H", "H", "H", "O", "P", "C", "C", "C", "C", "C", "C", "C", "C", "C", "C", "C", "C", "C", "C", "C", "C", "C", "C", "H", "H", "H", "H", "H", "H", "H", "H", "H", "H", "H", "H", "H", "H", "H"],
  "positions_angstrom": [[-0.629, 0.536, -1.425], [-2.197, 2.707, -2.453], [-2.021, 2.337, -4.070], [-1.826, 3.417, -4.977], [-1.715, 3.200, -6.319], [-1.501, 4.307, -7.208], [-1.312, 5.191, -7.923], [-1.805, 1.861, -6.855], [-1.976, 0.795, -6.023], [-2.051, 0.970, -4.609], [-2.082, -0.400, -3.659], [-1.689, 1.652, -8.272], [-1.582, 1.488, -9.407], [-1.785, 4.426, -4.590], [-2.039, -0.205, -6.431], [4.755, -5.820, -2.734], [4.391, -4.588, -3.125], [5.025, -4.000, -3.947], [3.161, -3.964, -2.497], [2.276, -4.629, -1.658], [1.162, -3.987, -1.145], [0.911, -2.660, -1.473], [1.800, -1.994, -2.312], [2.913, -2.637, -2.820], [-0.227, -1.935, -0.984], [-1.142, -2.481, -0.298], [-2.307, -1.712, 0.179], [-3.315, -2.345, 0.872], [-4.405, -1.604, 1.310], [-4.437, -0.247, 1.059], [-3.394, 0.322, 0.347], [-2.360, -0.397, -0.095], [4.190, -6.184, -2.049], [2.426, -5.668, -1.384], [0.502, -4.539, -0.485], [1.622, -0.960, -2.583], [3.607, -2.132, -3.480], [-1.123, -3.538, -0.037], [-3.249, -3.410, 1.063], [-5.216, -2.086, 1.842], [-5.256, 0.374, 1.401], [-3.390, 1.382, 0.116], [0.171, 1.329, 0.614], [0.474, 1.164, 2.107], [1.510, -0.264, 2.400], [2.239, -0.771, 1.322], [3.141, -1.808, 1.520], [3.310, -2.345, 2.790], [2.594, -1.835, 3.868], [1.702, -0.790, 3.680], [1.393, 2.573, 2.705], [1.118, 3.201, 3.920], [1.910, 4.264, 4.339], [2.969, 4.695, 3.555], [3.254, 4.064, 2.348], [2.470, 3.004, 1.921], [-1.042, 1.037, 3.060], [-1.506, -0.165, 3.603], [-2.720, -0.197, 4.280], [-3.478, 0.959, 4.407], [-3.039, 2.152, 3.841], [-1.828, 2.193, 3.163], [2.114, -0.338, 0.334], [3.724, -2.182, 0.684], [4.015, -3.153, 2.947], [2.746, -2.242, 4.863], [1.184, -0.366, 4.535], [0.302, 2.861, 4.546], [1.698, 4.753, 5.283], [3.580, 5.526, 3.886], [4.091, 4.397, 1.744], [2.690, 2.510, 0.979], [-0.909, -1.066, 3.523], [-3.064, -1.124, 4.728], [-4.413, 0.936, 4.960], [-3.630, 3.056, 3.946], [-1.475, 3.128, 2.738]]
}

***

5.
{
  "formula": "C10H30AgF3O10V",
  "method": "ωB97M-V/def2-TZVPD",
  "e_above_lowest_kcal_mol": 0.00,
  "charge": 2,
  "mol_weight_da": 526.1,
  "spin_multiplicity": 2,
  "homo_lumo_gap_ev": [5.79, 1.58],
  "fmax_ev_per_a": 5.00,
  "homo_ev": [-13.91, -13.81],
  "symbols": ["O", "V", "O", "Ag", "C", "O", "O", "C", "F", "F", "F", "C", "C", "H", "H", "H", "H", "H", "H", "C", "O", "H", "H", "H", "H", "C", "O", "H", "H", "H", "H", "C", "O", "H", "H", "H", "H", "C", "O", "H", "H", "H", "H", "C", "O", "H", "H", "H", "H", "C", "O", "H", "H", "H", "H"],
  "positions_angstrom": [[0.578, 4.475, 1.628], [1.764, 3.427, 1.644], [2.830, 3.821, 0.469], [3.529, 0.692, 3.375], [1.106, 0.574, 0.478], [0.653, 1.834, 0.006], [1.956, 0.992, 1.579], [-0.079, -0.395, 0.745], [-1.004, -0.579, -0.188], [0.355, -1.627, 0.958], [-0.753, -0.029, 1.855], [-0.027, 1.923, -1.264], [-0.316, 3.404, -1.548], [-0.617, 3.503, -2.591], [-1.130, 3.783, -0.931], [0.614, 3.942, -1.362], [-0.961, 1.361, -1.262], [0.625, 1.599, -2.075], [1.622, 0.115, -0.366], [1.852, -5.513, 0.432], [1.851, -4.235, 1.076], [0.793, -5.767, 0.475], [2.125, -5.550, -0.623], [2.313, -6.308, 1.018], [1.063, -3.767, 0.791], [4.125, -2.494, 3.245], [3.121, -1.554, 3.117], [4.265, -3.043, 2.314], [5.144, -2.191, 3.486], [3.687, -3.243, 3.905], [2.424, -2.071, 2.707], [-3.258, -0.807, -2.975], [-4.586, -1.230, -3.127], [-2.520, -1.238, -3.651], [-3.291, 0.267, -3.153], [-2.863, -1.038, -1.985], [-4.929, -0.788, -3.906], [-2.680, -0.824, 5.492], [-2.466, -1.506, 4.262], [-3.696, -1.065, 5.803], [-1.961, -0.993, 6.294], [-2.691, 0.252, 5.318], [-1.513, -1.502, 4.143], [-1.173, 7.035, -3.292], [-0.981, 7.688, -4.541], [-1.231, 5.954, -3.419], [-0.453, 7.200, -2.491], [-2.176, 7.261, -2.932], [-1.315, 7.122, -5.240], [0.265, -3.419, -2.461], [-0.326, -2.072, -2.347], [-0.110, -4.022, -1.634], [0.002, -3.834, -3.434], [1.331, -3.497, -2.248], [-0.885, -2.021, -1.569]]
}